C39H38As2N5OS2Ti | wB97M-V/def2-TZVPD

HOMO (spin up / spin down) ... -12.6 / -12.6 eV
Multiplicity ... 2
E ... -7974.8323 Eh
Charge ... +2

XYZ file:
```
88
Properties=species:S:1:pos:R:3:forces:R:3:mulliken_charge:R:1
Ti 0.8800 0.0719 1.2699 -1.068 -0.550 -1.389 -0.423
C 3.6476 0.5614 4.4940 -0.196 -0.061 -0.143 -2.140
C 2.5829 0.7043 3.4496 1.748 -1.510 -1.892 0.904
N 2.6641 0.2275 2.2135 1.580 1.082 2.686 1.149
N 3.8054 -0.3780 1.7787 0.715 -0.146 1.174 -0.829
C 3.9848 -0.6444 0.4635 -0.692 0.066 -1.006 0.361
N 5.1658 -1.1475 0.0832 -0.073 0.104 0.492 -0.401
S 2.7601 -0.3386 -0.6264 0.458 -0.043 0.096 -0.185
C 1.4019 1.4746 3.6784 -2.123 1.500 0.513 0.779
C 1.0907 2.0848 4.9084 0.994 -1.002 -0.942 -1.067
C -0.0022 2.9074 5.0038 -0.987 0.448 -0.769 -0.867
C -0.7573 3.1493 3.8516 0.490 -0.041 1.021 -1.057
C -0.4410 2.4803 2.6914 0.139 -0.228 -0.710 -0.087
N 0.5917 1.6316 2.5783 0.207 1.529 2.138 0.731
H 4.2177 -0.3634 4.3974 -0.067 0.038 -0.031 0.599
H 3.1906 0.5541 5.4800 0.085 -0.046 0.018 0.486
H 4.3367 1.4092 4.4561 0.001 0.000 -0.045 0.342
H 4.5873 -0.4837 2.4249 -0.412 0.115 -0.150 0.242
H 5.9166 -1.3059 0.7351 0.079 -0.014 -0.101 0.173
H 5.3191 -1.3429 -0.8925 -0.024 0.006 0.043 0.250
H 1.7138 1.9027 5.7688 0.022 0.035 0.061 0.372
H -0.2732 3.3558 5.9457 0.023 0.135 0.090 0.474
H -1.5793 3.8425 3.8556 -0.200 0.064 0.039 0.546
H -1.0552 2.6260 1.8039 0.294 -0.172 0.248 0.245
C -3.5481 2.0651 1.2489 -0.195 -0.023 -0.154 -0.723
C -3.2928 1.0512 2.0545 -0.236 -0.251 0.035 -0.511
As -1.1182 -0.8937 -0.5495 -0.552 -0.679 -1.640 0.716
C -2.7374 -1.1910 -1.6960 0.064 0.133 0.563 0.767
C -2.6995 -2.0217 -2.8143 0.466 0.132 0.015 -0.408
C -3.8720 -2.5533 -3.3261 -0.044 0.038 0.015 -0.898
C -5.0918 -2.2476 -2.7451 0.027 -0.031 -0.058 -0.550
C -5.1468 -1.3548 -1.6886 -0.044 0.031 0.057 -0.864
C -3.9764 -0.8404 -1.1597 0.307 0.177 0.113 -0.146
C 0.0621 -2.0169 -1.6304 -0.009 0.070 -0.002 0.532
C -0.0053 -3.3817 -1.3485 -0.239 0.244 0.254 -0.346
C 0.8133 -4.2760 -2.0112 0.021 -0.041 -0.015 -0.880
C 1.6956 -3.8131 -2.9749 0.099 0.026 -0.064 -0.738
C 1.7217 -2.4685 -3.3061 0.085 -0.038 -0.131 -0.673
C 0.9041 -1.5685 -2.6402 -0.266 0.223 -0.016 -0.345
As -0.2937 1.4772 -0.5854 -0.402 0.874 -2.188 1.061
C 1.3053 2.1481 -1.5451 -0.196 0.019 0.316 0.594
C 2.3383 2.5404 -0.6872 -0.323 0.124 0.206 -0.294
C 3.4749 3.1528 -1.1801 -0.030 0.054 0.030 -0.767
C 3.5733 3.4110 -2.5386 0.018 -0.013 0.027 -0.709
C 2.5490 3.0413 -3.3932 0.010 -0.035 -0.102 -0.860
C 1.4162 2.4059 -2.9063 -0.269 -0.156 0.063 -0.340
C -1.6281 2.3290 -1.7977 0.085 -0.065 0.561 0.524
C -2.1161 3.6017 -1.5117 0.201 -0.136 0.311 -0.518
C -2.9471 4.2418 -2.4181 0.018 0.025 0.033 -0.716
C -3.2786 3.6212 -3.6121 -0.034 -0.059 -0.027 -0.667
C -2.7872 2.3577 -3.9037 -0.001 0.078 0.036 -1.031
C -1.9655 1.7089 -2.9963 0.293 -0.384 0.153 0.048
H -3.4760 3.0848 1.5859 0.049 0.307 0.092 0.402
H -3.8979 1.9329 0.2344 0.033 -0.033 -0.084 0.245
H -3.4222 0.0224 1.7437 0.049 -0.045 -0.003 0.350
H -3.0118 1.1952 3.0871 0.097 0.024 0.113 0.400
H -1.7538 -2.2645 -3.2861 -0.100 -0.086 0.075 0.491
H -3.8298 -3.2270 -4.1683 0.031 -0.031 -0.093 0.463
H -5.9926 -2.7151 -3.1098 -0.124 0.040 -0.095 0.421
H -6.0981 -1.0854 -1.2544 -0.057 0.024 0.049 0.458
H -4.0160 -0.1665 -0.3149 -0.098 -0.061 0.068 0.033
H -0.7305 -3.7307 -0.6131 0.167 -0.066 -0.072 0.573
H 0.7678 -5.3312 -1.7883 -0.052 -0.114 0.040 0.486
H 2.3566 -4.5056 -3.4741 0.007 -0.055 -0.103 0.427
H 2.3874 -2.1221 -4.0851 0.004 0.045 -0.018 0.496
H 0.9221 -0.5128 -2.9130 0.052 -0.189 0.073 0.198
H 2.2416 2.3610 0.3935 0.086 0.197 -0.399 0.360
H 4.2778 3.4376 -0.5161 0.024 0.069 0.078 0.481
H 4.4419 3.9166 -2.9292 0.118 0.031 -0.052 0.435
H 2.6315 3.2575 -4.4476 -0.025 -0.005 -0.094 0.442
H 0.6160 2.1358 -3.5903 0.086 0.045 0.102 0.502
H -1.8420 4.0916 -0.5802 -0.068 -0.003 -0.134 0.402
H -3.3345 5.2260 -2.1945 0.015 0.029 0.020 0.443
H -3.9256 4.1195 -4.3174 -0.051 0.062 -0.057 0.415
H -3.0426 1.8773 -4.8369 -0.016 -0.046 -0.038 0.492
H -1.5840 0.7138 -3.2218 -0.112 0.199 0.004 0.519
O 1.2706 -1.7472 1.1317 0.250 -1.714 0.454 0.170
N 0.7402 -2.7869 1.7757 -0.652 -0.195 0.435 0.308
C 1.2158 -4.0111 1.5062 0.288 -0.488 -0.203 -0.392
C 0.6612 -5.1127 2.0975 -0.036 0.126 0.002 -0.968
C -0.4138 -4.9427 2.9768 0.092 0.171 -0.022 -0.293
C -0.8649 -3.6778 3.2659 0.096 -0.029 -0.167 -0.931
C -0.2600 -2.5658 2.6639 0.025 0.193 0.066 0.662
S -0.6384 -0.9341 2.9848 -0.025 0.129 0.117 -0.435
H 2.0314 -4.0342 0.7991 -0.039 -0.017 -0.034 0.637
H 1.0429 -6.0923 1.8678 0.093 -0.084 -0.050 0.489
H -0.8771 -5.7992 3.4378 -0.067 -0.119 0.047 0.455
H -1.6890 -3.5099 3.9420 0.014 0.042 0.050 0.506
```
Positions in Å, forces in eV/Å.

C48H46BBr2F5N5O6P2PbTe | wB97M-V/def2-TZVPD

HOMO ... -9.6 eV
E ... -9397.6400 Eh
Charge ... +1

XYZ file:
```
117
Properties=species:S:1:pos:R:3:forces:R:3:mulliken_charge:R:1
Pb -0.0857 0.7832 -0.8278 0.264 0.174 0.185 1.883
C -1.2947 1.1637 -4.5752 -0.228 0.553 0.046 -1.589
C -1.6118 2.3694 -3.7082 0.253 -0.014 0.680 0.380
C -2.3856 3.3527 -4.3584 -0.067 -0.112 -0.288 -1.122
C -2.7404 4.4856 -3.6997 -0.055 0.035 -0.087 -1.190
C -2.3525 4.6754 -2.3574 0.114 -0.209 0.057 1.019
C -2.6774 5.8155 -1.5948 -0.123 0.172 -0.051 0.018
Br -3.6023 7.2697 -2.3862 0.006 -0.048 0.029 -0.220
C -2.3395 5.8908 -0.2756 -0.027 0.015 0.056 -0.530
C -1.6526 4.8352 0.3278 0.179 -0.397 0.003 -0.242
Br -1.2232 4.9307 2.1693 -0.029 0.060 -0.042 -0.165
C -1.2611 3.6821 -0.3544 0.003 0.161 -0.016 -0.390
O -0.6161 2.7216 0.2373 -0.138 -0.262 -0.295 0.348
C -1.6270 3.6221 -1.7491 0.129 -0.120 -0.032 -0.628
N -1.2518 2.4941 -2.4450 -0.255 -0.087 -0.453 0.836
H -0.8328 1.4897 -5.5045 0.127 0.050 0.003 0.614
H -2.2381 0.6973 -4.8260 -0.080 -0.095 -0.006 0.811
H 0.5983 0.5428 -4.1986 -2.893 -1.291 1.093 0.261
H -2.7094 3.1831 -5.3800 0.078 0.053 0.042 0.602
H -3.3383 5.2397 -4.1932 0.032 0.018 0.008 0.344
H -2.6151 6.7568 0.3097 0.043 0.002 0.009 0.460
O 1.5221 -1.1930 0.2005 -0.178 -0.168 -0.025 0.431
P 2.0844 -1.9897 1.3268 0.224 0.148 0.182 0.427
C 1.7388 -1.2738 2.9994 -0.196 0.022 -0.230 -1.572
P 0.7091 0.2302 2.9211 0.220 -0.163 0.222 -0.016
O 0.9947 1.0530 1.7055 -0.158 0.147 -0.157 0.776
C 1.0820 1.1707 4.4082 0.058 0.091 -0.014 0.385
C 0.9667 0.6073 5.6789 0.033 -0.010 -0.037 -0.618
C 1.2242 1.3805 6.7994 0.003 -0.026 0.029 -0.718
C 1.5908 2.7145 6.6550 -0.004 0.037 -0.023 -0.486
C 1.6908 3.2820 5.3917 -0.016 -0.027 0.017 -0.853
C 1.4329 2.5111 4.2645 0.013 -0.042 0.017 -0.125
C -1.0001 -0.2453 3.1446 -0.081 0.097 -0.088 0.998
C -1.4364 -1.5504 3.3513 0.097 0.013 0.013 -0.378
C -2.7543 -1.7816 3.7184 -0.113 -0.051 -0.034 -0.655
C -3.6326 -0.7171 3.8686 -0.009 -0.021 -0.102 -0.735
C -3.2099 0.5850 3.6176 0.013 0.041 0.011 -0.587
C -1.8936 0.8260 3.2592 -0.041 -0.048 -0.056 -0.614
C 1.4505 -3.6728 1.3250 -0.070 0.002 -0.138 0.433
C 0.3392 -3.9046 0.5128 0.003 0.001 0.004 -0.270
C -0.1748 -5.1888 0.3943 0.023 -0.024 0.044 -0.654
C 0.4233 -6.2397 1.0785 -0.031 0.041 -0.022 -0.671
C 1.5305 -6.0097 1.8878 -0.007 -0.032 0.030 -0.742
C 2.0452 -4.7291 2.0149 -0.034 0.055 0.052 -0.569
C 3.8857 -2.0047 1.2561 -0.001 0.023 -0.069 0.504
C 4.7000 -2.4570 2.2936 0.026 -0.006 0.012 -0.343
C 6.0792 -2.4108 2.1614 0.037 -0.025 0.003 -0.903
C 6.6504 -1.9039 0.9993 -0.069 0.017 0.001 -0.489
C 5.8418 -1.4387 -0.0296 0.040 -0.018 -0.015 -0.840
C 4.4595 -1.4890 0.0945 -0.050 -0.060 -0.011 -0.517
H 2.6899 -0.9621 3.4293 0.047 0.034 0.035 0.724
H 1.2859 -2.0060 3.6702 0.086 -0.016 -0.035 0.866
H 0.6670 -0.4311 5.7933 0.005 0.080 0.012 0.349
H 1.1319 0.9491 7.7891 0.015 0.013 -0.062 0.424
H 1.7888 3.3151 7.5354 -0.014 -0.034 -0.062 0.395
H 1.9596 4.3263 5.2837 -0.018 -0.057 0.006 0.454
H 1.4754 2.9439 3.2700 -0.012 0.007 0.093 0.350
H -0.7542 -2.3892 3.2423 -0.111 0.065 0.006 0.145
H -3.0959 -2.7943 3.8939 0.018 0.039 -0.013 0.469
H -4.6550 -0.9056 4.1755 0.056 0.023 -0.025 0.428
H -3.8993 1.4147 3.7294 0.044 -0.063 -0.026 0.498
H -1.5464 1.8413 3.0745 -0.072 -0.094 0.023 0.221
H -0.1010 -3.0779 -0.0362 0.042 -0.072 0.014 0.298
H -1.0313 -5.3686 -0.2453 0.049 -0.001 0.046 0.552
H 0.0298 -7.2444 0.9775 0.028 0.055 0.002 0.398
H 2.0002 -6.8342 2.4109 -0.034 0.051 -0.018 0.437
H 2.9132 -4.5614 2.6444 -0.049 -0.039 -0.093 0.245
H 4.2680 -2.8408 3.2137 0.037 0.041 -0.060 0.389
H 6.7123 -2.7717 2.9630 -0.037 0.026 -0.028 0.413
H 7.7285 -1.8719 0.8998 -0.040 -0.001 0.000 0.401
H 6.2898 -1.0472 -0.9364 -0.044 -0.028 0.059 0.477
H 3.8080 -1.1391 -0.7007 0.084 -0.033 0.037 0.412
C 5.2314 3.7505 -0.7921 -0.253 -0.075 0.054 -1.165
N 4.0323 3.1977 -1.4011 0.344 0.200 0.060 0.097
C 3.7884 3.0916 -2.8225 0.141 0.085 0.012 -0.473
C 2.4515 2.3890 -2.8264 -0.785 -0.361 -1.670 -0.205
O 1.8576 2.0939 -3.8766 0.048 -0.349 0.748 -0.694
N 2.0303 2.1660 -1.5728 0.176 -0.043 0.961 0.561
C 2.9906 2.6714 -0.7483 -0.209 -0.030 -0.312 -0.237
N 2.9018 2.6626 0.5663 -0.152 -0.151 0.138 0.004
H 5.9214 4.0338 -1.5799 0.021 0.007 -0.038 0.393
H 5.7212 3.0103 -0.1557 0.004 -0.007 -0.017 0.359
H 5.0051 4.6402 -0.2001 -0.002 0.006 -0.030 0.338
H 4.5371 2.4886 -3.3381 0.016 -0.022 0.022 0.393
H 3.7191 4.0646 -3.3117 -0.016 0.007 0.001 0.378
H 2.1401 2.1513 1.0346 0.075 0.087 -0.062 -0.363
H 3.6148 3.0936 1.1262 0.068 -0.024 -0.013 0.320
F 0.2256 -0.8879 -6.0513 0.389 0.030 0.432 -0.396
Te -0.9222 -1.7737 -4.7768 -3.620 -0.076 0.210 1.190
F -2.0630 -1.2599 -6.1729 0.087 0.029 -0.215 -0.330
F -2.4636 -1.1299 -3.8293 0.367 0.233 -0.009 -0.454
F -0.5682 -2.3161 -3.0141 0.787 0.241 -0.303 -0.163
F -2.0463 -3.2929 -4.7681 0.249 -0.207 -0.086 -0.306
O -0.4435 0.1381 -3.9766 3.515 2.301 -0.422 0.307
B 0.8029 -3.4778 -5.2464 0.865 -0.317 0.389 0.039
C 1.5896 -2.3973 -4.4015 0.702 -0.329 -0.118 0.336
N 2.2679 -1.6940 -3.7959 -0.017 0.304 0.161 -0.588
H 1.3952 -3.6072 -6.2810 -0.329 0.060 -0.148 0.013
H 0.4583 -4.4005 -4.5877 -0.153 0.022 -0.114 -0.054
H -0.2591 -3.0280 -5.8810 0.506 -0.363 -0.174 0.285
C -4.1297 1.1043 -0.5450 0.056 0.027 0.096 -0.812
C -3.5984 -0.3025 -0.5325 -0.117 -0.066 -0.206 0.404
O -2.3950 -0.5167 -0.4772 -0.062 0.074 0.119 -0.051
C -4.5556 -1.4371 -0.6316 0.109 -0.016 0.039 0.514
C -5.9333 -1.2477 -0.5673 -0.112 0.081 0.045 -0.385
C -6.7911 -2.3346 -0.6475 -0.033 -0.025 -0.017 -0.883
C -6.2775 -3.6151 -0.8015 0.036 0.015 -0.018 -0.429
C -4.9020 -3.8103 -0.8802 -0.032 -0.004 0.011 -0.811
C -4.0479 -2.7257 -0.7966 0.131 -0.031 0.027 -0.216
H -3.3077 1.8063 -0.4234 0.013 0.009 0.013 -0.518
H -4.8442 1.2520 0.2674 0.004 0.008 -0.060 0.534
H -4.6440 1.3035 -1.4890 -0.009 -0.035 0.058 0.452
H -6.3493 -0.2537 -0.4467 0.035 -0.080 -0.017 0.391
H -7.8623 -2.1843 -0.5942 0.048 0.009 0.001 0.414
H -6.9505 -4.4620 -0.8703 0.042 0.048 0.013 0.414
H -4.5028 -4.8096 -1.0081 -0.017 0.064 -0.017 0.432
H -2.9735 -2.8516 -0.8625 -0.062 -0.007 -0.015 0.526
```
Positions in Å, forces in eV/Å.

Which of these has the highest charge?
C39H38As2N5OS2Ti